(1)
The following is a DFT calculation (ωB97M-V/def2-TZVPD) of 3 unconnected molecules or ions with the total composition C2H7OS2 in a non-equilibrium geometry.

Results
**LUMO level**: 0.134 Eh
**Net charge**: -1

Geometry (Å):
1 C 0.60 -0.60 -2.11
2 O 0.07 -0.90 -3.15
3 H 0.86 -1.35 -1.35
4 H 3.89 -7.04 2.73
5 H 0.94 0.42 -1.90
6 C -1.39 -0.74 0.76
7 S 0.21 0.07 1.18
8 S -0.21 2.01 0.65
9 H -1.29 -1.80 1.02
10 H -1.60 -0.62 -0.29
11 H -2.09 -0.29 1.45
12 H 4.42 -6.64 2.37

And the Löwdin charges, in e, turn out to be: -0.1921 -0.0412 0.0530 -0.0007 0.0524 -0.5417 0.0228 -0.3504 0.0053 -0.0048 -0.0033 0.0007



(2)
The following is a DFT calculation (ωB97M-V/def2-TZVPD) of a single C5H7N molecule in a non-equilibrium geometry.

Results
**LUMO level**: 0.041 Eh
**Structure (SMILES)**: C1=C[C@H]2N[C@H]2C1

Geometry (Å):
1 C 1.10 0.01 -0.73
2 C 0.50 1.19 -0.60
3 C -0.64 1.11 0.37
4 N -1.74 0.25 -0.05
5 C -0.75 -0.44 0.71
6 C 0.50 -1.06 0.15
7 H 1.96 -0.19 -1.37
8 H 0.79 2.09 -1.15
9 H -0.47 1.11 1.44
10 H -1.58 0.02 -1.03
11 H -1.14 -0.82 1.66
12 H 1.20 -1.30 0.97
13 H 0.28 -1.99 -0.37

And the Löwdin charges, in e, turn out to be: -0.0933 -0.0653 -0.2186 0.0449 -0.3012 -0.1603 0.0969 0.1003 0.1244 0.1076 0.1389 0.1198 0.1059



(3)
The following is a DFT calculation (ωB97M-V/def2-TZVPD) of a single C2H6N2S2 molecule in a non-equilibrium geometry.

Results
**LUMO level**: 0.022 Eh
**Structure (SMILES)**: C/C(=N/S)NS

Geometry (Å):
1 C -0.28 2.50 -0.07
2 C -0.30 0.98 0.02
3 N -1.38 0.35 -0.26
4 S -1.63 -1.29 0.05
5 N 0.90 0.42 0.47
6 S 1.94 -0.75 -0.22
7 H 0.46 2.86 -0.76
8 H -1.28 2.78 -0.49
9 H -0.19 3.06 0.87
10 H -0.42 -1.77 0.36
11 H 1.48 1.01 0.98
12 H 1.75 -1.69 0.66

And the Löwdin charges, in e, turn out to be: -0.0377 -0.5616 -0.3596 0.7176 -0.3882 0.7614 0.0671 0.0880 0.0816 -0.2206 0.0305 -0.1784



(4)
The following is a DFT calculation (ωB97M-V/def2-TZVPD) of 40 unconnected molecules or ions with the total composition H80O40 in a non-equilibrium geometry.

Results
**LUMO level**: -0.028 Eh

Geometry (Å):
1 H -3.27 -3.89 -1.38
2 H -2.52 -3.21 -2.22
3 O -3.43 -3.06 -1.87
4 H 1.13 -5.25 -0.78
5 H 0.62 -3.77 -0.61
6 O 0.63 -4.57 -1.13
7 H 2.51 -5.37 2.34
8 H 2.48 -4.55 0.99
9 O 2.24 -4.55 1.94
10 H -4.14 0.00 -3.24
11 H -4.39 0.55 -4.69
12 O -4.06 0.76 -3.82
13 H 5.61 2.67 -1.50
14 H 5.24 2.54 -2.93
15 O 5.87 2.17 -2.29
16 H 2.73 0.66 1.68
17 O 1.91 0.59 1.17
18 H -0.90 1.44 2.44
19 O -0.75 0.49 2.33
20 H -0.83 -0.81 -6.60
21 H -2.04 0.23 -6.40
22 O -1.66 -0.62 -6.14
23 H 0.65 -1.85 4.20
24 H -0.15 -0.82 3.48
25 O 0.79 -1.06 3.64
26 H -1.69 0.96 -1.29
27 H -0.98 0.22 -0.21
28 O -0.91 1.01 -0.72
29 H -3.60 -0.94 0.37
30 H -4.45 -1.67 1.24
31 O -3.66 -1.10 1.33
32 H 0.61 2.71 -1.54
33 O 0.31 2.72 -2.46
34 H 1.07 -1.55 -4.78
35 H 2.22 -1.51 -5.76
36 O 1.42 -1.04 -5.50
37 H -0.98 -1.96 6.27
38 H -1.04 -2.62 4.81
39 O -0.51 -2.45 5.60
40 H -1.38 5.31 1.22
41 H -0.68 6.23 0.31
42 O -0.67 5.93 1.22
43 H 0.80 4.09 3.77
44 H 1.98 3.20 3.70
45 O 1.10 3.28 3.33
46 H 0.62 4.48 -2.95
47 H 0.25 5.17 -4.06
48 O 1.09 5.10 -3.59
49 H -3.44 3.81 -2.39
50 H -3.77 2.78 -3.28
51 O -3.45 2.84 -2.37
52 H 3.66 2.11 0.48
53 O 4.09 1.75 1.22
54 H -1.39 -1.07 -4.57
55 H -0.76 -0.69 -3.39
56 O -0.90 -1.56 -3.85
57 H 0.37 -1.86 2.07
58 O 0.15 -2.62 1.49
59 H 1.70 5.87 1.23
60 H 2.79 6.11 0.21
61 O 2.53 6.34 1.11
62 H 3.09 -0.40 4.70
63 H 2.69 -1.81 4.40
64 O 3.33 -1.31 4.91
65 H 4.50 -1.45 1.52
66 H 4.43 -2.72 2.04
67 O 3.82 -2.14 1.57
68 H 0.07 3.11 0.97
69 H -1.17 2.63 0.12
70 O -0.88 3.17 0.88
71 H 2.15 0.99 -1.37
72 H 1.49 -0.10 -0.40
73 O 1.81 0.11 -1.31
74 H 1.20 -3.68 -3.03
75 H -0.04 -3.44 -3.87
76 O 0.88 -3.72 -3.94
77 H -2.13 1.61 -3.32
78 H -0.94 1.20 -4.25
79 O -1.33 1.08 -3.40
80 H 2.88 2.65 -2.29
81 H 3.18 4.26 -2.69
82 O 3.06 3.56 -2.06
83 H -1.95 -2.03 -1.04
84 H -1.33 -2.27 0.31
85 O -1.65 -1.53 -0.26
86 H -0.49 0.23 6.59
87 H -1.73 0.83 5.65
88 O -1.36 0.55 6.48
89 H 3.77 -1.60 -1.46
90 O 3.33 -2.15 -2.12
91 H -4.14 2.68 0.88
92 H -5.03 2.85 -0.30
93 O -5.06 2.61 0.63
94 H 4.47 2.45 1.75
95 H 1.25 0.84 1.85
96 H 1.07 -2.87 1.34
97 H -0.70 0.27 1.41
98 H -0.26 1.91 -2.26
99 H 2.57 -1.61 -2.40
100 O -1.82 -2.45 3.19
101 H -2.17 -1.57 2.92
102 H -1.51 -2.60 2.27
103 O -3.70 -4.38 2.50
104 H -4.13 -4.09 3.30
105 H -2.77 -4.14 2.52
106 O 3.20 1.09 -3.68
107 H 2.90 1.34 -4.57
108 H 2.43 0.54 -3.48
109 O -4.19 0.41 3.50
110 H -3.98 0.47 2.57
111 H -4.73 -0.27 3.86
112 O -5.85 -1.73 -1.92
113 H -6.15 -2.05 -1.08
114 H -5.30 -2.36 -2.42
115 O 3.01 -4.13 -0.46
116 H 2.91 -3.26 -0.92
117 H 3.55 -4.63 -1.08
118 O 1.58 0.72 5.28
119 H 1.95 0.78 6.17
120 H 1.01 -0.05 5.38

Atom charges from the Löwdin analysis, given in e for atoms 1 to 99: 0.0884 0.0566 -0.0640 0.0023 0.0157 -0.0176 0.0305 -0.0287 -0.0651 0.0550 0.0604 -0.0317 0.0166 0.0056 -0.0659 0.0293 -0.0692 0.0647 -0.0208 0.0637 0.0616 -0.0289 0.0500 0.0208 -0.1137 0.0582 0.0045 -0.0598 0.0436 0.0676 -0.0645 0.0313 -0.1082 -0.0212 0.0560 -0.0514 0.0379 0.0067 -0.0493 -0.0003 0.0442 -0.0501 0.0541 0.0374 -0.0414 0.0159 0.0280 -0.1038 0.0715 0.0404 -0.0579 0.0101 -0.0161 0.0001 0.0303 -0.1038 0.0212 -0.0733 -0.0063 0.0227 -0.0546 -0.0001 0.0071 -0.0659 0.0506 0.0474 -0.0578 0.0219 0.0191 -0.0607 0.0068 0.0319 -0.0595 -0.0050 0.0052 -0.0587 0.0194 0.0687 -0.0627 -0.0179 0.0340 -0.0480 0.0194 0.0408 -0.0631 -0.0104 0.0394 -0.0239 0.0645 -0.0369 0.0174 0.0126 -0.0463 0.0703 0.0359 0.0395 0.0089 0.0271 0.0285



(5)
The following is a DFT calculation (ωB97M-V/def2-TZVPD) of 7 unconnected molecules or ions with the total composition C25H49N7OPS2 in a non-equilibrium geometry.

Results
**LUMO level**: -0.155 Eh
**Net charge**: +1

Geometry (Å):
1 N -6.05 -0.65 0.82
2 C -6.13 -2.07 1.02
3 S -5.12 -3.05 -0.16
4 O -3.99 -3.78 0.72
5 P -3.95 -1.79 -1.57
6 S -4.05 -2.63 -3.29
7 H -6.50 -0.14 1.57
8 H -6.42 -0.36 -0.07
9 H -7.13 -2.49 0.92
10 H -5.72 -2.34 1.99
11 H -3.39 -3.09 1.08
12 H -4.46 -0.49 -1.50
13 H -2.67 -1.76 -1.03
14 C -2.48 2.12 3.54
15 C -2.67 0.85 4.35
16 C -1.93 -0.36 3.76
17 C -2.47 -0.74 2.46
18 N -2.84 -1.03 1.41
19 H -2.90 2.03 2.54
20 H -2.97 2.96 4.03
21 H -1.42 2.37 3.44
22 H -3.73 0.62 4.44
23 H -2.29 1.00 5.37
24 H -2.01 -1.22 4.42
25 H -0.87 -0.15 3.65
26 C -1.16 -4.37 -7.02
27 C -0.76 -3.54 -5.80
28 C -1.13 -2.06 -5.94
29 C -0.38 -1.41 -7.00
30 N 0.24 -0.89 -7.82
31 H -0.62 -4.04 -7.91
32 H -0.93 -5.42 -6.86
33 H -2.23 -4.28 -7.22
34 H 0.31 -3.64 -5.62
35 H -1.27 -3.93 -4.92
36 H -0.93 -1.55 -5.00
37 H -2.20 -1.96 -6.13
38 C 2.29 1.31 -5.21
39 C 2.61 0.93 -3.76
40 C 1.81 -0.28 -3.27
41 C 0.38 -0.01 -3.22
42 N -0.75 0.20 -3.19
43 H 1.25 1.61 -5.32
44 H 2.92 2.14 -5.53
45 H 2.48 0.47 -5.88
46 H 2.41 1.79 -3.11
47 H 3.67 0.70 -3.67
48 H 2.14 -0.58 -2.28
49 H 1.98 -1.13 -3.93
50 C 4.26 0.87 -0.09
51 C 4.68 1.73 1.10
52 C 4.28 3.20 0.93
53 C 4.99 3.83 -0.19
54 N 5.55 4.32 -1.06
55 H 4.77 1.18 -1.00
56 H 4.51 -0.18 0.09
57 H 3.18 0.94 -0.26
58 H 5.75 1.65 1.25
59 H 4.21 1.36 2.01
60 H 4.51 3.76 1.84
61 H 3.21 3.29 0.76
62 C 5.03 9.30 2.43
63 C 6.05 8.27 1.97
64 C 5.43 6.90 1.69
65 C 4.87 6.27 2.88
66 N 4.44 5.77 3.82
67 H 4.56 9.02 3.37
68 H 5.50 10.27 2.57
69 H 4.24 9.42 1.68
70 H 6.83 8.17 2.73
71 H 6.54 8.62 1.06
72 H 6.18 6.23 1.26
73 H 4.64 6.99 0.94
74 C -2.88 -7.48 4.85
75 C -3.65 -6.63 3.86
76 C -2.85 -5.42 3.36
77 C -2.57 -4.47 4.43
78 N -2.37 -3.72 5.27
79 H -2.64 -6.92 5.76
80 H -3.46 -8.35 5.14
81 H -1.94 -7.83 4.42
82 H -4.58 -6.28 4.31
83 H -3.92 -7.23 2.99
84 H -3.40 -4.91 2.57
85 H -1.91 -5.75 2.92

And the Löwdin charges, in e, turn out to be: -0.0304 -0.4254 0.9176 -0.3897 0.1910 0.2115 0.0948 0.0716 0.0925 0.1003 0.0286 -0.0263 -0.0430 -0.1009 -0.2452 -0.1654 -0.1660 0.1582 0.0702 0.0777 0.0802 0.1106 0.1157 0.0932 0.1337 -0.1028 -0.2640 -0.2068 -0.2333 0.1549 0.0756 0.0730 0.0765 0.1091 0.0911 0.0662 0.1112 -0.1001 -0.2602 -0.1819 -0.2343 0.1483 0.0735 0.0770 0.0727 0.1095 0.1085 0.1072 0.1215 -0.1161 -0.2526 -0.1875 -0.2449 0.1547 0.0704 0.0736 0.0664 0.1160 0.1089 0.0908 0.1218 -0.1074 -0.2558 -0.2018 -0.2488 0.1451 0.0725 0.0730 0.0759 0.1127 0.1101 0.1089 0.1206 -0.0996 -0.2538 -0.1913 -0.2271 0.1581 0.0758 0.0770 0.0798 0.1127 0.1100 0.0765 0.1283



Among the records above, which one has the highest LUMO level? C2H7OS2



What is the formula in the second record? C5H7N



Which of these has the lowest LUMO level? C25H49N7OPS2



Please write out number 2 again, unchanged.
The following is a DFT calculation (ωB97M-V/def2-TZVPD) of a single C5H7N molecule in a non-equilibrium geometry.

Results
**LUMO level**: 0.041 Eh
**Structure (SMILES)**: C1=C[C@H]2N[C@H]2C1

Geometry (Å):
1 C 1.10 0.01 -0.73
2 C 0.50 1.19 -0.60
3 C -0.64 1.11 0.37
4 N -1.74 0.25 -0.05
5 C -0.75 -0.44 0.71
6 C 0.50 -1.06 0.15
7 H 1.96 -0.19 -1.37
8 H 0.79 2.09 -1.15
9 H -0.47 1.11 1.44
10 H -1.58 0.02 -1.03
11 H -1.14 -0.82 1.66
12 H 1.20 -1.30 0.97
13 H 0.28 -1.99 -0.37

And the Löwdin charges, in e, turn out to be: -0.0933 -0.0653 -0.2186 0.0449 -0.3012 -0.1603 0.0969 0.1003 0.1244 0.1076 0.1389 0.1198 0.1059